(1)
Molecular formula: C2H5N3O
Method: DFT, wB97M-V/def2-TZVPD

```
11
Properties=species:S:1:pos:R:3:mulliken_charge:R:1
N -2.160 -0.193 0.235 -0.38
C -0.932 -0.570 -0.231 0.51
O -0.772 -1.517 -0.985 -0.61
N 0.137 0.204 0.248 -0.21
C 1.442 -0.026 -0.066 -0.21
N 2.124 0.847 0.582 -0.65
H -2.959 -0.595 -0.233 0.26
H -2.267 0.722 0.638 0.22
H 0.529 1.035 0.897 0.49
H 1.737 -0.823 -0.747 0.37
H 3.120 0.908 0.511 0.21
```

Computed properties:
HOMO-LUMO gap ... 10.418 eV
Largest force on an atom ... 2.863 eV Å⁻¹
Energy relative to the best compared isomer or geometry (same formula, charge and spin) ... 1.248 eV
LUMO ... 0.96 eV


(2)
Molecular formula: C3H3Cl3S
Method: DFT, wB97M-V/def2-TZVPD

```
10
Properties=species:S:1:pos:R:3:mulliken_spin:R:1
C 0.169 -1.229 -2.075 0.58
C -0.637 0.802 1.156 -0.01
C 0.499 0.821 1.721 0.00
S -1.147 -2.137 -2.080 1.25
Cl -2.014 1.380 2.065 0.00
Cl 0.096 0.289 -2.893 0.13
Cl 1.992 0.224 1.046 0.00
H 1.098 -1.630 -1.814 0.04
H -0.771 0.340 0.167 0.01
H 0.715 1.141 2.706 0.00
```

Computed properties:
HOMO-LUMO gap (spin up / spin down) ... 8.199 / 6.810 eV
Expectation value of S² ... 2.006
Largest force on an atom ... 3.873 eV Å⁻¹
Energy relative to the best compared isomer or geometry (same formula, charge and spin) ... 0.632 eV
Multiplicity ... 3
LUMO (spin up / spin down) ... 0.76 / -2.95 eV


(3)
Molecular formula: CH7ClN2P
Method: DFT, wB97M-V/def2-TZVPD

```
12
Properties=species:S:1:pos:R:3:mulliken_charge:R:1
C 1.884 -1.715 0.421 -0.79
N -0.878 1.501 -1.320 -0.53
N -0.868 0.715 1.175 -0.45
P -0.618 0.112 -0.356 0.70
Cl -2.311 -1.021 -0.723 -0.16
H 2.403 -0.781 0.261 0.42
H 1.722 -2.501 -0.321 0.35
H 1.505 -1.981 1.417 0.34
H -0.216 2.179 -1.406 0.25
H -1.219 1.439 -2.277 0.27
H -1.082 1.717 1.127 0.29
H -0.322 0.335 2.002 0.30
```

Computed properties:
HOMO-LUMO gap (spin up / spin down) ... 8.797 / 6.119 eV
Total charge ... +1
Largest force on an atom ... 3.658 eV Å⁻¹
Energy relative to the best compared isomer or geometry (same formula, charge and spin) ... 2.871 eV
LUMO (spin up / spin down) ... -5.43 / -7.50 eV


(4)
Molecular formula: C49H54N7OP2S2W
Method: DFT, wB97M-V/def2-TZVPD

```
116
Properties=species:S:1:pos:R:3:mulliken_spin:R:1
W 0.326 -0.678 0.749 1.36
C 2.038 -3.698 0.139 -0.01
C 2.239 -3.253 1.550 0.03
C 2.959 -4.125 2.380 -0.01
C 3.307 -3.755 3.646 0.01
C 2.962 -2.462 4.088 -0.01
C 3.392 -1.968 5.331 0.04
C 3.076 -0.690 5.723 -0.02
C 2.295 0.110 4.902 0.05
C 1.835 -0.359 3.680 -0.04
S 0.822 0.647 2.712 0.04
C 2.174 -1.651 3.221 0.07
N 1.780 -2.067 1.972 0.01
H 2.969 -3.563 -0.418 0.01
H 1.267 -3.107 -0.353 0.00
H 1.786 -4.757 0.100 0.00
H 3.257 -5.083 1.982 0.00
H 3.862 -4.414 4.297 0.00
H 3.995 -2.604 5.960 0.00
H 3.430 -0.301 6.666 0.00
H 2.034 1.114 5.195 0.00
N -0.840 -2.530 1.657 0.05
C -1.136 -3.647 0.790 0.03
C -1.359 -4.911 1.319 -0.01
C -1.622 -5.983 0.482 0.00
C -1.692 -5.790 -0.887 0.00
C -1.479 -4.533 -1.421 0.00
C -1.188 -3.452 -0.592 -0.08
P -0.750 -1.796 -1.236 0.25
C -2.349 -1.171 -1.857 0.00
C -3.479 -1.960 -2.034 -0.01
C -4.640 -1.395 -2.537 0.00
C -4.675 -0.053 -2.878 0.00
C -3.552 0.740 -2.692 0.00
C -2.396 0.186 -2.174 0.02
C 0.054 -2.169 -2.848 0.04
C -0.067 -1.252 -3.892 0.00
C 0.587 -1.460 -5.093 0.00
C 1.371 -2.588 -5.270 0.00
C 1.483 -3.512 -4.246 0.00
C 0.836 -3.306 -3.042 0.02
H -0.446 -2.895 2.532 0.01
H -1.740 -2.093 1.932 0.00
H -1.322 -5.066 2.388 0.00
H -1.766 -6.968 0.896 0.00
H -1.893 -6.624 -1.542 0.00
H -1.508 -4.388 -2.491 0.00
H -3.462 -3.008 -1.773 0.00
H -5.523 -2.005 -2.660 0.00
H -5.583 0.381 -3.272 0.00
H -3.585 1.789 -2.947 0.00
H -1.517 0.797 -1.993 0.00
H -0.687 -0.375 -3.775 0.00
H 0.490 -0.738 -5.891 0.00
H 1.894 -2.745 -6.201 0.00
H 2.085 -4.398 -4.376 0.00
H 0.944 -4.050 -2.269 0.00
S 2.330 -0.593 -0.825 -0.03
C 3.338 -0.423 0.470 0.01
N 4.089 -0.314 1.340 0.02
C -1.748 0.248 1.120 0.07
C -2.953 -0.414 1.655 -0.01
C -4.120 -0.550 0.894 0.00
C -5.261 -1.118 1.417 0.00
C -5.281 -1.559 2.742 0.00
C -4.140 -1.401 3.532 0.00
C -2.999 -0.843 2.995 0.00
C -6.466 -2.109 3.282 0.00
N -7.430 -2.559 3.709 0.00
H -1.490 1.035 1.837 0.00
H -2.025 0.752 0.192 0.00
H -4.147 -0.157 -0.109 0.00
H -6.155 -1.191 0.816 0.00
H -4.171 -1.691 4.572 0.00
H -2.135 -0.668 3.628 0.00
O 0.365 1.433 -0.171 0.08
P 1.083 2.738 -0.417 -0.02
N 1.024 3.163 -2.044 0.00
C 1.459 2.151 -3.012 0.00
C 0.827 2.605 -4.322 0.00
C -0.539 3.110 -3.863 0.00
C -0.218 3.785 -2.527 0.00
N 2.703 2.664 -0.063 -0.01
C 3.774 3.219 -0.886 0.00
C 4.606 4.138 0.028 0.00
C 3.900 4.095 1.384 0.00
C 3.120 2.785 1.332 0.02
N 0.346 3.902 0.493 0.00
C -0.948 3.732 1.155 0.00
C -1.391 5.151 1.522 0.00
C -0.626 6.041 0.542 0.00
C 0.707 5.311 0.441 0.00
H 1.093 1.153 -2.728 0.00
H 2.547 2.111 -3.063 0.00
H 0.766 1.800 -5.053 0.00
H 1.406 3.424 -4.749 0.00
H -1.213 2.265 -3.723 0.00
H -1.003 3.806 -4.559 0.00
H -1.031 3.671 -1.807 0.00
H -0.039 4.855 -2.674 0.00
H 3.353 3.760 -1.732 0.00
H 4.391 2.395 -1.261 0.00
H 4.659 5.150 -0.366 0.00
H 5.622 3.761 0.115 0.00
H 3.220 4.939 1.481 0.00
H 4.595 4.119 2.219 0.00
H 2.246 2.774 1.986 -0.02
H 3.776 1.944 1.586 0.00
H -0.834 3.104 2.043 0.00
H -1.666 3.251 0.482 0.00
H -1.088 5.385 2.543 0.00
H -2.470 5.272 1.442 0.00
H -0.507 7.058 0.910 0.00
H -1.130 6.070 -0.425 0.00
H 1.317 5.570 1.314 0.00
H 1.272 5.526 -0.465 0.00
```

Computed properties:
HOMO-LUMO gap (spin up / spin down) ... 6.832 / 6.860 eV
Expectation value of S² ... 2.022
Total charge ... +1
Largest force on an atom ... 1.547 eV Å⁻¹
Energy relative to the best compared isomer or geometry (same formula, charge and spin) ... 0.762 eV
Multiplicity ... 3
LUMO (spin up / spin down) ... -2.65 / -3.29 eV


(5)
Molecular formula: C5H14
Method: DFT, wB97M-V/def2-TZVPD

```
19
Properties=species:S:1:pos:R:3:mulliken_charge:R:1
C 0.007 1.715 -1.519 -0.37
C -0.630 0.303 -1.554 -0.76
C 1.290 1.902 -0.639 -1.04
H -0.058 2.198 -2.458 0.45
H -0.734 2.324 -0.915 0.17
H -1.701 0.351 -1.427 0.32
H 0.954 2.312 0.222 0.33
H -0.179 -0.504 -0.916 0.01
H -0.277 -0.060 -2.611 0.27
H 1.993 1.073 -0.671 0.35
H 2.000 2.800 -1.098 0.24
C 0.401 -1.863 2.032 -0.85
C -1.074 -1.942 1.591 -0.55
H 0.592 -2.513 2.845 0.33
H 0.964 -2.136 1.213 0.31
H 0.800 -0.800 2.223 0.22
H -1.386 -2.827 1.130 0.33
H -1.145 -1.362 0.670 -0.06
H -1.796 -1.545 2.325 0.30
```

Computed properties:
HOMO-LUMO gap ... 11.971 eV
Largest force on an atom ... 6.235 eV Å⁻¹
Energy relative to the best compared isomer or geometry (same formula, charge and spin) ... 1.725 eV
LUMO ... 1.08 eV


(6)
Molecular formula: C4H4O2S
Method: DFT, wB97M-V/def2-TZVPD

```
11
Properties=species:S:1:pos:R:3:mulliken_charge:R:1
C 0.298 1.841 -1.055 0.26
C -0.198 0.803 -0.753 -1.05
C -0.266 -1.135 0.750 -0.46
C -0.869 -0.445 -0.499 0.42
O -1.376 -1.569 1.518 -0.36
O -2.237 -0.273 -0.287 -0.34
S -2.720 -1.658 0.504 0.14
H 0.860 2.678 -1.377 0.48
H 0.317 -1.867 0.445 0.32
H 0.275 -0.479 1.352 0.40
H -0.840 -1.069 -1.529 0.21
```

Computed properties:
HOMO-LUMO gap ... 9.233 eV
Largest force on an atom ... 4.949 eV Å⁻¹
Energy relative to the best compared isomer or geometry (same formula, charge and spin) ... 4.334 eV
LUMO ... 0.43 eV